1.
ORCA calculation (ωB97M-V/def2-TZVPD) on a molecular structure, C23H13BrClF3N3O3Tl at a distorted geometry.

```
! wB97M-V def2-TZVPD RIJCOSX def2/J DEFGRID3
* xyz 0 1
Tl 12.093 12.276 5.740
Cl 5.275 13.370 7.836
C 6.743 13.170 6.887
C 7.234 14.342 6.318
C 8.417 14.333 5.689
C 9.183 13.136 5.609
O 10.309 13.193 4.992
C 8.639 11.938 6.169
C 9.385 10.761 6.254
N 10.656 10.594 5.943
C 11.273 9.302 6.103
C 10.573 8.183 5.777
C 11.213 6.953 6.047
C 12.432 6.856 6.619
C 13.199 8.039 6.914
C 14.462 8.108 7.509
C 15.039 9.318 7.770
C 14.376 10.452 7.338
N 13.232 10.429 6.737
C 12.590 9.258 6.575
C 7.363 11.976 6.793
H 6.692 15.262 6.479
H 8.885 15.219 5.232
H 8.904 9.880 6.631
H 9.574 8.204 5.370
H 10.682 6.020 5.775
H 12.851 5.892 6.952
H 14.996 7.187 7.824
H 16.009 9.504 8.207
H 14.804 11.384 7.426
H 7.049 11.010 7.243
Br 10.772 9.013 9.483
C 11.149 10.800 10.045
C 11.119 10.969 11.404
C 11.460 12.193 11.900
C 11.796 13.178 11.007
C 11.860 12.874 9.644
N 11.422 11.704 9.161
C 12.286 13.949 8.598
O 12.452 15.085 8.995
O 12.512 13.519 7.420
H 10.828 10.183 12.079
H 11.410 12.445 12.953
H 12.018 14.204 11.310
F 14.204 11.613 3.692
C 13.725 12.728 4.330
F 14.744 13.160 5.109
F 13.469 13.629 3.401
*
```

Properties
Max |F| (Eh/bohr): 0.05688
LUMO (alpha / beta) (eV): -1.00 / -1.00
HOMO-LUMO gap (alpha / beta) (eV): 7.2 / 7.3
ΔE to the lowest compared entry with this formula, charge and spin (kJ/mol): 14.5

Results of the Löwdin charge analysis, in e, for atoms 1 through 2: atom 1 (Tl): 1.165, atom 2 (Cl): 0.635



2.
ORCA calculation (ωB97M-V/def2-TZVPD) on C5H8O in the gas phase at a distorted geometry.

```
! wB97M-V def2-TZVPD RIJCOSX def2/J DEFGRID3
* xyz 0 1
O 1.223 -1.948 -0.013
C 0.609 -0.787 -0.062
C 0.506 0.183 -1.224
C -0.351 1.328 -0.776
C -1.190 0.722 0.357
C -0.190 -0.231 1.005
H 0.791 -2.530 0.636
H 0.840 0.318 1.060
H -0.007 -0.483 -1.953
H 1.469 0.448 -1.671
H 0.282 2.126 -0.355
H -2.058 0.143 -0.026
H -1.595 1.457 1.063
H -0.330 -0.746 1.960
*
```

Properties
Max |F| (Eh/bohr): 0.02394
LUMO (alpha / beta) (eV): -0.02 / -0.02
HOMO-LUMO gap (alpha / beta) (eV): 5.6 / 5.6
ΔE to the lowest compared entry with this formula, charge and spin (kJ/mol): 511.4

Results of the Löwdin charge analysis, in e, for atoms 1 through 2: atom 1 (O): 0.147, atom 2 (C): -0.280



3.
ORCA calculation (ωB97M-V/def2-TZVPD) on a molecular structure, C4H4O5Rh at a distorted geometry.

```
! wB97M-V def2-TZVPD RIJCOSX def2/J DEFGRID3
* xyz 1 5
O 0.526 -2.197 0.365
C -1.232 -1.979 1.117
O -1.510 -0.849 0.786
Rh -0.481 -3.765 0.125
O -1.139 -1.271 -2.555
C -1.803 -2.468 -2.687
C 0.196 -1.207 -2.079
O -2.958 -2.356 -3.105
O -1.287 -3.517 -2.204
C 0.426 -0.691 -0.654
H 0.718 -0.550 -2.788
H 0.711 -2.166 -2.235
H 0.600 -0.126 0.280
H 1.075 0.150 -0.993
*
```

Properties
⟨S²⟩: 6.02
Max |F| (Eh/bohr): 0.14322
LUMO (alpha / beta) (eV): -5.27 / -8.32
HOMO-LUMO gap (alpha / beta) (eV): 8.7 / 5.9
ΔE to the lowest compared entry with this formula, charge and spin (kJ/mol): 654.6

Results of the Löwdin charge analysis, in e, for atoms 1 through 2: atom 1 (O): -0.435, atom 2 (C): -0.051



4.
ORCA calculation (ωB97M-V/def2-TZVPD) on 2 unconnected molecules or ions with the total composition CH4F2NP at a distorted geometry.

```
! wB97M-V def2-TZVPD RIJCOSX def2/J DEFGRID3
* xyz 0 1
C -0.475 -1.096 0.029
N -0.925 -1.204 -1.256
F 0.744 -1.486 0.403
F -1.262 -1.209 1.167
P 0.790 2.263 0.657
H -1.947 -0.935 -1.343
H -0.323 -0.691 -1.967
H 1.877 1.338 0.809
H 1.520 3.021 1.502
*
```

Properties
Max |F| (Eh/bohr): 0.08296
LUMO (alpha / beta) (eV): 0.67 / -1.16
HOMO-LUMO gap (alpha / beta) (eV): 9.5 / 5.7
ΔE to the lowest compared entry with this formula, charge and spin (kJ/mol): 551.9

Results of the Löwdin charge analysis, in e, for atoms 1 through 2: atom 1 (C): -0.487, atom 2 (N): 0.096



5.
ORCA calculation (ωB97M-V/def2-TZVPD) on 2 unconnected molecules or ions with the total composition C4H12N5 at a distorted geometry.

```
! wB97M-V def2-TZVPD RIJCOSX def2/J DEFGRID3
* xyz 1 1
C -4.358 0.199 -0.044
C 0.435 -0.690 -0.624
C 0.541 1.588 0.195
C 2.509 0.172 0.338
N -3.126 0.059 0.074
N -2.001 -0.070 0.172
N 0.635 -1.674 0.144
N -0.023 -2.794 0.092
N 1.294 0.484 -0.437
H -4.829 0.008 -0.991
H -4.953 0.509 0.793
H -0.298 -0.597 -1.417
H 0.219 1.271 1.185
H 1.167 2.474 0.278
H -0.344 1.820 -0.392
H 3.146 1.052 0.395
H 2.224 -0.141 1.340
H 3.054 -0.642 -0.134
H -0.837 -2.917 -0.499
H 0.171 -3.461 0.820
H 1.586 0.804 -1.368
*
```

Properties
Max |F| (Eh/bohr): 0.04674
LUMO (eV): -2.74
HOMO-LUMO gap (eV): 9.2
ΔE to the lowest compared entry with this formula, charge and spin (kJ/mol): 264.1

Results of the Löwdin charge analysis, in e, for atoms 1 through 2: atom 1 (C): -0.012, atom 2 (C): -0.206



6.
ORCA calculation (ωB97M-V/def2-TZVPD) on 2 unconnected molecules or ions with the total composition C14H36N5O4PSi.

```
! wB97M-V def2-TZVPD RIJCOSX def2/J DEFGRID3
* xyz 0 1
C 0.431 -2.037 -0.097
C -0.094 -0.796 0.647
Si 1.130 0.636 0.075
C 1.086 0.694 -1.785
C 2.805 0.054 0.645
C 0.732 2.348 0.757
C 0.027 -1.080 2.152
N 0.423 0.002 3.001
N -1.268 -1.709 2.656
C -2.209 -2.225 1.865
N -3.029 -3.147 2.412
O -4.194 -3.487 1.762
N -2.392 -1.782 0.618
P -2.866 -2.793 -0.703
O -2.263 -2.389 -1.972
C -1.558 -0.544 0.277
C -2.224 0.667 0.958
C -2.606 1.828 0.010
O -1.941 1.628 -1.221
C -4.112 1.911 -0.211
N -4.802 2.141 1.056
H -0.051 -2.971 0.240
H 0.271 -1.963 -1.171
H 1.499 -2.159 0.084
H 0.380 0.042 -2.307
H 0.894 1.717 -2.111
H 2.116 0.475 -2.062
H 3.489 0.906 0.644
H 2.811 -0.436 1.627
H 3.229 -0.620 -0.100
H 1.701 2.827 0.923
H 0.205 2.945 0.012
H 0.180 2.390 1.697
H 0.774 -1.865 2.278
H 0.873 -0.320 3.849
H -0.334 0.619 3.266
H -1.121 -2.226 3.514
H -2.978 -3.405 3.384
H -4.109 -4.424 1.534
H -2.512 -4.048 -0.173
H -4.262 -2.775 -0.658
H -1.659 -0.460 -0.802
H -1.577 1.051 1.741
H -3.149 0.357 1.449
H -2.272 2.766 0.469
H -1.981 2.419 -1.765
H -4.300 2.686 -0.968
H -4.459 0.960 -0.628
H -5.806 2.124 0.926
H -4.568 3.058 1.422
C 4.147 0.640 -3.496
C 4.851 1.509 -2.433
C 6.181 0.842 -2.034
O 4.020 1.694 -1.376
H 3.890 -0.302 -2.994
H 3.219 1.145 -3.769
H 4.691 0.397 -4.417
H 5.139 2.463 -2.946
H 5.962 -0.133 -1.583
H 6.681 1.458 -1.284
H 6.860 0.697 -2.882
*
```

Properties
Max |F| (Eh/bohr): 0.01407
LUMO (eV): -1.06
HOMO-LUMO gap (eV): 3.6

Results of the Löwdin charge analysis, in e, for atoms 1 through 2: atom 1 (C): -0.071, atom 2 (C): -0.397



7.
ORCA calculation (ωB97M-V/def2-TZVPD) on a molecular structure, C44H98CdN2O16Zn at a distorted geometry.

```
! wB97M-V def2-TZVPD RIJCOSX def2/J DEFGRID3
* xyz 0 1
Zn -26.434 2.758 -0.042
Cd -22.558 7.926 -4.535
C -25.058 12.276 -5.749
C -25.003 11.294 -4.544
C -26.142 11.536 -3.525
C -27.524 11.173 -4.064
C -27.458 9.723 -4.630
C -26.204 9.248 -5.559
N -25.057 9.865 -5.019
O -23.836 9.320 -5.627
C -26.572 9.619 -7.000
C -26.249 7.729 -5.510
C -23.655 11.542 -3.734
H -26.058 12.489 -6.127
H -24.468 11.900 -6.584
H -24.784 13.263 -5.376
H -26.225 12.605 -3.330
H -25.928 11.037 -2.579
H -27.779 11.941 -4.794
H -28.212 11.175 -3.219
H -28.388 9.732 -5.199
H -27.779 8.987 -3.894
H -27.419 9.089 -7.436
H -25.725 9.431 -7.661
H -26.632 10.695 -7.168
H -27.253 7.358 -5.715
H -25.930 7.468 -4.500
H -25.597 7.177 -6.187
H -23.704 12.421 -3.090
H -22.727 11.662 -4.292
H -23.494 10.860 -2.899
C -27.549 -2.072 -1.252
C -28.095 -0.837 -1.960
C -29.289 -1.324 -2.822
C -30.553 -1.679 -2.017
C -31.020 -0.343 -1.305
C -29.856 0.109 -0.329
N -28.595 0.322 -1.103
O -27.555 1.053 -0.361
C -29.744 -0.936 0.912
C -30.433 1.416 0.246
C -27.051 -0.372 -2.958
H -26.900 -2.611 -1.943
H -28.299 -2.603 -0.666
H -26.726 -1.692 -0.646
H -29.025 -2.188 -3.432
H -29.507 -0.574 -3.582
H -30.385 -2.539 -1.370
H -31.285 -2.116 -2.697
H -32.006 -0.331 -0.839
H -31.207 0.420 -2.060
H -29.781 -1.976 0.589
H -30.583 -0.866 1.604
H -28.791 -0.719 1.395
H -30.602 2.205 -0.488
H -29.776 1.945 0.936
H -31.343 1.206 0.809
H -26.673 -1.216 -3.535
H -26.187 0.027 -2.426
H -27.369 0.373 -3.686
C -24.589 4.223 -3.464
C -25.195 3.847 -2.195
C -25.065 4.865 -0.977
O -25.373 4.436 0.122
C -24.563 6.210 -1.282
C -24.079 6.498 -2.523
C -24.115 5.487 -3.665
O -23.656 5.696 -4.848
O -23.648 7.730 -2.625
O -25.745 2.799 -1.853
H -24.501 3.492 -4.254
H -24.612 6.957 -0.503
C -28.224 2.492 3.700
C -27.058 2.112 2.905
O -26.847 3.160 1.970
H -28.619 1.657 4.279
H -29.033 2.998 3.174
H -27.864 3.314 4.319
H -27.271 1.171 2.399
H -26.150 2.042 3.505
H -26.614 3.920 2.510
C -26.671 2.631 -6.326
C -25.960 3.755 -6.992
O -24.632 3.583 -6.734
H -27.725 2.633 -6.604
H -26.379 2.566 -5.278
H -26.306 1.677 -6.708
H -26.263 4.713 -6.569
H -26.111 3.881 -8.064
H -24.414 3.680 -5.804
C -20.505 5.406 -1.585
C -20.060 6.553 -2.622
O -21.040 6.661 -3.608
H -19.655 5.249 -0.921
H -20.798 4.515 -2.141
H -21.375 5.582 -0.953
H -19.041 6.498 -3.005
H -20.060 7.498 -2.079
H -20.664 6.063 -4.259
C -27.249 7.621 4.015
C -27.475 6.459 3.085
O -26.315 5.693 2.815
H -28.142 8.246 4.026
H -26.436 8.291 3.734
H -27.142 7.264 5.039
H -27.855 6.900 2.163
H -28.187 5.781 3.554
H -25.688 6.226 2.320
C -28.325 6.202 -0.868
C -28.905 5.035 -0.052
O -28.083 3.890 -0.418
H -28.151 6.079 -1.937
H -27.455 6.553 -0.314
H -29.028 7.030 -0.770
H -29.934 4.843 -0.358
H -29.034 5.347 0.984
H -28.416 3.621 -1.278
C -20.897 2.657 -5.124
C -20.935 3.626 -6.323
O -20.151 4.721 -5.960
H -19.938 2.461 -4.645
H -21.296 1.670 -5.358
H -21.400 3.175 -4.308
H -21.985 3.866 -6.485
H -20.666 3.115 -7.248
H -19.317 4.330 -5.689
C -23.140 0.280 -0.135
C -24.099 0.553 0.982
O -24.741 1.809 0.772
H -23.777 0.288 -1.020
H -22.827 -0.764 -0.103
H -22.285 0.939 -0.285
H -23.445 0.559 1.853
H -24.783 -0.292 1.056
H -23.995 2.365 1.009
C -22.635 7.257 -8.428
C -21.430 7.820 -7.597
O -21.602 7.258 -6.310
H -22.530 7.413 -9.502
H -23.570 7.720 -8.111
H -22.718 6.170 -8.407
H -21.388 8.900 -7.737
H -20.552 7.310 -7.994
H -21.593 6.319 -6.509
C -20.959 8.061 2.231
C -22.225 7.226 1.782
O -23.403 7.942 2.051
H -20.837 8.873 1.514
H -20.089 7.407 2.297
H -21.119 8.529 3.203
H -22.406 6.327 2.371
H -22.027 6.880 0.767
H -23.310 8.677 1.441
C -24.078 11.237 1.705
C -24.600 10.467 0.413
O -23.521 9.948 -0.377
H -24.957 11.556 2.265
H -23.580 12.161 1.410
H -23.363 10.686 2.317
H -25.244 11.126 -0.169
H -25.143 9.586 0.758
H -23.818 9.323 -1.042
*
```

Properties
Max |F| (Eh/bohr): 0.07944
LUMO (eV): -0.59
HOMO-LUMO gap (eV): 5.4
ΔE to the lowest compared entry with this formula, charge and spin (kJ/mol): 0.0

Results of the Löwdin charge analysis, in e, for atoms 1 through 2: atom 1 (Zn): 0.607, atom 2 (Cd): 1.441



8.
ORCA calculation (ωB97M-V/def2-TZVPD) on a molecular structure, C40H37N5O2P2Rb.

```
! wB97M-V def2-TZVPD RIJCOSX def2/J DEFGRID3
* xyz -1 1
Rb -0.653 0.389 0.924
C 0.021 -3.644 2.378
P -1.268 -3.242 1.116
C -2.663 -4.330 1.617
C -2.677 -5.128 2.758
C -3.799 -5.882 3.087
C -4.921 -5.857 2.275
C -4.922 -5.064 1.133
C -3.809 -4.303 0.818
C -0.622 -4.184 -0.324
C -0.786 -5.559 -0.485
C -0.256 -6.209 -1.590
C 0.447 -5.491 -2.549
C 0.619 -4.124 -2.398
C 0.086 -3.475 -1.292
C 1.316 -2.982 2.004
C 2.604 -3.472 2.172
C 3.463 -2.463 1.671
C 2.630 -1.447 1.220
C 3.016 -0.195 0.492
P 2.144 -0.044 -1.145
C 3.105 -1.162 -2.238
C 3.494 -2.428 -1.795
C 4.133 -3.311 -2.656
C 4.371 -2.961 -3.977
C 3.970 -1.711 -4.433
C 3.344 -0.822 -3.572
C 2.762 1.596 -1.696
C 1.837 2.611 -1.924
C 2.258 3.879 -2.311
C 3.610 4.142 -2.466
C 4.544 3.135 -2.242
C 4.121 1.873 -1.863
N 1.320 -1.752 1.426
H -0.361 -3.287 3.343
H 0.164 -4.726 2.455
H -1.808 -5.167 3.402
H -3.789 -6.493 3.982
H -5.793 -6.447 2.530
H -5.796 -5.032 0.494
H -3.822 -3.669 -0.062
H -1.336 -6.127 0.257
H -0.393 -7.278 -1.702
H 0.863 -5.998 -3.412
H 1.182 -3.558 -3.130
H 0.243 -2.410 -1.164
H 2.881 -4.423 2.604
H 4.543 -2.481 1.616
H 2.731 0.711 1.041
H 4.099 -0.155 0.349
H 3.300 -2.726 -0.771
H 4.428 -4.286 -2.289
H 4.862 -3.655 -4.647
H 4.148 -1.424 -5.462
H 3.044 0.152 -3.941
H 0.778 2.408 -1.792
H 1.528 4.661 -2.480
H 3.939 5.131 -2.761
H 5.601 3.337 -2.366
H 4.850 1.086 -1.705
O -0.088 3.104 1.452
N -0.225 4.065 0.673
N -0.912 3.803 -0.401
O -1.425 2.629 -0.683
C -1.039 4.857 -1.343
C -0.574 6.147 -1.082
C -0.706 7.126 -2.050
C -1.298 6.843 -3.278
C -1.762 5.561 -3.523
C -1.638 4.565 -2.563
H -0.107 6.361 -0.132
H -0.339 8.124 -1.844
H -1.394 7.616 -4.030
H -2.223 5.324 -4.474
H -1.983 3.556 -2.731
C -5.660 3.215 0.638
N -5.118 1.972 1.142
C -5.776 1.010 1.872
C -4.851 0.037 2.116
N -3.645 0.379 1.558
C -3.844 1.545 0.982
H -6.491 3.025 -0.041
H -4.874 3.737 0.096
H -6.003 3.848 1.457
H -6.814 1.107 2.141
H -4.983 -0.888 2.652
H -3.101 2.116 0.429
*
```

Properties
Max |F| (Eh/bohr): 0.00335
LUMO (eV): 2.19
HOMO-LUMO gap (eV): 6.0
ΔE to the lowest compared entry with this formula, charge and spin (kJ/mol): 0.0

Results of the Löwdin charge analysis, in e, for atoms 1 through 2: atom 1 (Rb): 0.733, atom 2 (C): -0.314



What is the formula in the seventh record? C44H98CdN2O16Zn



Which of these has the highest max |F|? C4H4O5Rh